DFT (ωB97M-V with the def2-TZVPD basis set) results for a 3-piece molecular cluster, C42H60ClO9PS2 overall.

Properties
- F_max (hartree/bohr) = 0.080
- SMILES string = CCCCCCCCCCCCCc1c([PH2]=O)ccc2c1C(=O)c1c(C)c(Cl)cc(Cc3ccccc3C)c1C2=O.CCOS(C)(=O)=O.CCOS(C)(=O)=O
- HOMO-LUMO gap (eV) = 7.6
- molar mass (g/mol) = 839.5

Each line ends with the Mulliken charge.
Geometry (Å):
C  2.0664  7.7816  2.9036  -0.956
C  2.9686  7.5050  1.6052  -0.463
C  3.7588  6.1306  1.7871  -0.103
C  5.0470  6.2002  0.8698  -0.916
C  5.4024  4.7773  0.2368  -0.423
C  6.3222  5.0645  -1.0494  -0.886
C  5.4367  4.8072  -2.3423  -0.761
C  6.0681  3.7050  -3.2944  -0.858
C  6.3860  2.3384  -2.5484  -0.346
C  5.5737  1.1958  -3.2654  -0.917
C  5.5995  -0.1924  -2.4859  -0.052
C  5.5650  -1.3919  -3.5535  -0.427
C  4.4687  -2.4854  -3.1721  -1.258
C  3.0145  -2.0042  -3.4326  0.388
C  2.5400  -1.7594  -4.8239  0.630
P  3.5799  -2.0499  -6.3473  0.487
O  3.1042  -3.3617  -6.9509  -0.697
C  1.1721  -1.2618  -5.0929  -0.683
C  0.2493  -1.0031  -3.9842  -1.024
C  0.7175  -1.2861  -2.6388  0.358
C  2.0830  -1.7796  -2.3265  0.376
C  2.3863  -2.0220  -0.8329  0.051
O  3.1087  -2.9004  -0.4095  -0.526
C  1.6788  -1.1047  0.2308  0.612
C  2.3451  -0.7313  1.4929  0.215
C  3.7919  -1.1595  1.8618  -1.297
C  1.5927  0.0922  2.4498  0.221
Cl  2.2703  0.5742  4.0505  -0.248
C  0.2319  0.5636  2.1311  -0.682
C  -0.4304  0.2465  0.8787  0.038
C  -1.8441  0.7418  0.4508  -0.280
C  -2.2958  2.0885  1.1009  0.448
C  -3.6955  2.1652  1.5855  -1.132
C  -4.2431  3.3983  2.1759  -0.588
C  -3.4054  4.5973  2.3310  -0.549
C  -2.0205  4.5317  1.8536  -0.536
C  -1.4845  3.2996  1.2471  1.269
C  -0.0110  3.3577  0.7314  -1.405
C  0.3068  -0.6240  -0.0783  0.201
C  -0.2773  -1.0561  -1.4407  -0.127
O  -1.4506  -1.2682  -1.6709  -0.543
H  2.3486  8.7740  3.3351  0.280
H  2.1641  6.9460  3.6547  0.319
H  0.9919  7.7843  2.5865  0.201
H  3.7113  8.3396  1.4748  0.319
H  2.3211  7.4841  0.6896  0.315
H  4.0863  6.0207  2.8555  0.394
H  3.1199  5.2687  1.4681  -0.126
H  5.9770  6.5396  1.3986  0.202
H  4.8621  6.8849  -0.0017  0.425
H  5.9850  4.1572  0.9809  0.288
H  4.4851  4.1865  -0.0144  0.297
H  7.2130  4.3803  -0.9764  0.405
H  6.7272  6.1132  -1.0130  0.558
H  4.3862  4.4866  -2.1219  0.327
H  5.3557  5.8026  -2.8734  0.335
H  6.9948  4.1721  -3.7419  0.340
H  5.3595  3.5348  -4.1559  0.401
H  6.2497  2.3823  -1.4387  0.393
H  7.4809  2.1299  -2.7421  0.172
H  6.0456  1.0629  -4.2856  0.288
H  4.4985  1.4645  -3.4606  0.309
H  4.7541  -0.2982  -1.7587  -0.122
H  6.5910  -0.2948  -1.9599  0.434
H  5.3050  -0.9145  -4.5343  0.116
H  6.5878  -1.8623  -3.6138  0.241
H  4.6840  -2.7884  -2.1196  0.382
H  4.6446  -3.3762  -3.8379  0.531
H  4.9626  -2.2097  -6.0659  0.101
H  3.3272  -1.0532  -7.3553  0.111
H  0.8149  -1.0507  -6.1269  0.306
H  -0.7701  -0.6050  -4.1881  0.427
H  3.9524  -2.2682  1.7388  0.279
H  4.0927  -0.9001  2.9051  0.417
H  4.5276  -0.6798  1.1479  0.179
H  -0.2725  1.1845  2.9061  0.555
H  -1.8745  0.8964  -0.6654  0.289
H  -2.5979  -0.0394  0.7450  0.285
H  -4.4119  1.3120  1.4942  0.465
H  -5.3065  3.4722  2.5186  0.331
H  -3.7975  5.5546  2.7600  0.330
H  -1.3925  5.4436  1.9645  0.365
H  0.6760  3.0355  1.5710  0.223
H  0.1849  2.7157  -0.1695  0.231
H  0.2707  4.4336  0.5333  0.459
O  -7.8750  -0.4657  0.3509  -0.657
S  -7.7982  -1.1943  1.5838  1.322
O  -6.6790  -1.0590  2.4702  -0.600
O  -8.0455  -2.7508  1.2857  -0.293
C  -7.1780  -3.4073  0.3480  -0.378
C  -5.7922  -3.6392  0.9172  -0.775
C  -9.2710  -0.8939  2.5129  -0.999
H  -7.1355  -2.8462  -0.5896  0.331
H  -7.6357  -4.3726  0.1241  0.274
H  -5.2798  -2.6951  1.1065  0.208
H  -5.1792  -4.2169  0.2238  0.381
H  -5.8512  -4.1713  1.8681  0.187
H  -10.1361  -1.0215  1.8656  0.314
H  -9.2224  0.1315  2.8768  0.371
H  -9.3036  -1.5829  3.3545  0.311
O  -7.0968  -6.7913  1.6754  -0.593
S  -7.0076  -7.5262  2.9043  1.242
O  -5.8774  -7.3984  3.7753  -0.622
O  -7.2626  -9.0818  2.5996  -0.294
C  -6.4100  -9.7336  1.6486  -0.304
C  -5.0168  -9.9715  2.2002  -0.983
C  -8.4672  -7.2286  3.8538  -0.991
H  -6.3775  -9.1673  0.7138  0.293
H  -6.8734  -10.6962  1.4246  0.270
H  -4.5010  -9.0295  2.3883  0.303
H  -4.4136  -10.5465  1.4955  0.384
H  -5.0647  -10.5086  3.1493  0.263
H  -9.3411  -7.3509  3.2172  0.314
H  -8.4116  -6.2052  4.2228  0.372
H  -8.4901  -7.9224  4.6919  0.355


DFT (ωB97M-V with the def2-TZVPD basis set) results for C42H62AsBaN3SSi2 as an isolated structure.

Properties
- charge = -2
- F_max (hartree/bohr) = 0.013
- energy relative to the best compared isomer or geometry (same formula, charge and spin) (kcal/mol) = 16.0
- HOMO-LUMO gap (eV) = 4.2
- molar mass (g/mol) = 909.5

Each line ends with the Mulliken charge.
Geometry (Å):
Ba  -0.5927  -0.1590  -0.2612  0.717
C  -1.5822  -1.7457  2.2601  -0.297
C  -0.6314  -0.8725  2.8451  0.782
C  -1.2714  0.3733  3.0672  1.463
C  -2.6174  0.2577  2.6478  -0.493
C  -2.7984  -1.0395  2.1329  0.835
C  -4.0683  -1.6060  1.5660  -1.513
C  -3.6912  1.2806  2.8917  -1.190
C  -0.6754  1.5769  3.7326  -1.251
C  0.7799  -1.2071  3.2428  -1.242
C  -1.4048  -3.2013  1.9314  -1.511
H  -4.2061  -2.6513  1.8633  0.422
H  -4.0837  -1.5745  0.4710  -0.053
H  -4.9429  -1.0510  1.9174  0.417
H  -4.2055  1.1155  3.8487  0.245
H  -4.4544  1.2726  2.1120  0.412
H  -3.2823  2.2940  2.9235  0.385
H  -1.2801  1.9218  4.5804  0.389
H  -0.5590  2.4362  3.0593  0.216
H  0.3136  1.3415  4.1249  -0.118
H  1.0357  -0.7548  4.2078  0.478
H  1.5445  -0.8701  2.5316  -0.102
H  0.9190  -2.2860  3.3531  0.432
H  -2.0941  -3.8315  2.5077  0.389
H  -0.3911  -3.5454  2.1509  0.335
H  -1.5871  -3.4169  0.8730  0.035
C  5.6145  2.2673  4.9705  -1.647
C  4.2717  2.9605  4.6988  2.209
C  3.1544  2.0692  5.2328  -1.847
C  4.2284  4.2876  5.4694  -1.912
C  4.1354  3.2405  3.1999  0.401
C  5.1023  4.0592  2.5900  -0.401
C  5.0632  4.3601  1.2455  -1.352
C  4.0366  3.8268  0.4752  1.306
S  3.7229  3.9985  -1.2109  -0.523
C  2.3026  2.9461  -1.0396  0.004
N  2.1020  2.5167  0.1682  0.066
C  3.0586  3.0049  1.0478  -2.042
C  3.1128  2.7207  2.4185  0.071
C  1.5250  2.6385  -2.2544  -0.170
C  1.7727  3.4222  -3.3950  -0.854
C  1.1278  3.1337  -4.5793  -0.844
C  0.2388  2.0605  -4.6169  -0.721
C  -0.0020  1.3143  -3.4742  -1.451
C  0.6194  1.5616  -2.2292  1.863
H  5.7219  2.0647  6.0397  0.440
H  6.4567  2.8859  4.6570  0.339
H  5.6762  1.3191  4.4337  0.243
H  3.3099  1.8898  6.2997  0.519
H  3.1283  1.1004  4.7313  0.246
H  2.1792  2.5387  5.1118  0.354
H  4.3325  4.1036  6.5422  0.451
H  3.2785  4.7975  5.2993  0.388
H  5.0313  4.9594  5.1612  0.354
H  5.9049  4.4734  3.1887  0.357
H  5.8182  4.9969  0.8014  0.367
H  2.3413  2.0848  2.8315  1.049
H  2.4557  4.2671  -3.3593  0.325
H  1.3075  3.7374  -5.4621  0.340
H  -0.2736  1.8182  -5.5435  0.424
H  -0.7221  0.5007  -3.5484  0.377
C  -5.3763  1.3904  -0.7183  -1.124
Si  -3.5869  1.4232  -1.3555  0.029
C  -3.6201  2.5374  -2.8884  -1.085
C  -2.5887  2.3921  -0.0670  -0.499
N  -2.8230  -0.0655  -1.5549  1.265
C  -3.0768  -0.9761  -2.5604  -0.223
C  -4.2187  -0.9151  -3.3709  -0.370
C  -4.4897  -1.8169  -4.4000  -0.950
C  -3.5929  -2.8384  -4.6396  -0.841
C  -2.4441  -2.9347  -3.8533  -0.656
C  -2.1270  -2.0379  -2.8231  -0.029
N  -0.9778  -2.1292  -2.0631  1.011
Si  0.4219  -3.0323  -2.2541  -0.589
C  0.9382  -3.8419  -0.6183  -0.273
C  1.8829  -1.9167  -2.7315  -0.004
C  0.5510  -4.4713  -3.4921  -1.328
H  -5.6964  2.3873  -0.3980  0.342
H  -5.4740  0.7082  0.1279  0.196
H  -6.0641  1.0488  -1.4967  0.365
H  -4.0354  3.5213  -2.6447  0.339
H  -4.2144  2.1076  -3.6977  0.287
H  -2.6024  2.6780  -3.2602  0.192
H  -3.1058  3.3161  0.2069  0.436
H  -1.6119  2.6807  -0.4624  0.125
H  -2.4405  1.8187  0.8567  -0.211
H  -4.9379  -0.1266  -3.1710  0.071
H  -5.3947  -1.7127  -4.9905  0.346
H  -3.7702  -3.5657  -5.4262  0.342
H  -1.7559  -3.7461  -4.0494  0.199
H  0.9744  -3.1345  0.2153  -0.337
H  1.9388  -4.2787  -0.7132  0.354
H  0.2388  -4.6335  -0.3374  0.331
H  1.9070  -0.9883  -2.1534  -0.564
H  1.7881  -1.6095  -3.7772  0.425
H  2.8463  -2.4272  -2.6091  0.315
H  -0.1904  -5.2498  -3.2950  0.332
H  1.5464  -4.9200  -3.4036  0.317
H  0.4200  -4.1345  -4.5226  0.326
C  5.0294  -2.8220  0.0522  -1.342
As  3.7012  -1.4380  0.4839  0.627
C  4.4208  -0.1016  -0.7554  -0.721
C  4.5946  -0.7779  2.1006  -0.996
H  6.0384  -2.4049  0.0566  0.419
H  4.8089  -3.2268  -0.9356  0.343
H  4.9662  -3.6321  0.7793  0.370
H  5.4842  0.0673  -0.5733  0.483
H  3.8747  0.8319  -0.6329  -0.233
H  4.2676  -0.4473  -1.7768  0.452
H  5.6356  -0.5186  1.8967  0.492
H  4.5518  -1.5437  2.8767  0.448
H  4.0697  0.1068  2.4550  -0.113


DFT (ωB97M-V with the def2-TZVPD basis set) results for a 8-piece molecular cluster, C42H63N2O17 overall.

Properties
- charge = -1
- F_max (hartree/bohr) = 0.020
- HOMO-LUMO gap (eV) = 7.1
- molar mass (g/mol) = 868.0

Each line ends with the Mulliken charge.
Geometry (Å):
C  -1.6780  -3.2522  -2.0597  -1.152
O  -0.9944  -2.3357  -2.8966  0.063
C  -1.1528  -0.9793  -2.4814  -0.227
C  -0.4555  -0.0555  -3.4496  -1.134
C  -1.1328  0.1294  -4.8120  -0.431
C  -0.9101  -0.9740  -5.8594  -0.956
C  -1.9600  -2.0896  -5.9153  -0.668
C  -3.4229  -1.6116  -5.7915  -0.960
C  -3.9786  -1.8569  -4.3847  1.865
C  -5.5160  -1.9218  -4.2618  -1.905
C  -6.1217  -0.8812  -3.3006  0.345
C  -5.6490  -1.1698  -1.9447  -0.225
N  -5.2844  -1.3302  -0.8695  -0.483
C  -5.9238  0.6279  -3.6459  0.584
C  -5.8019  0.8311  -5.0824  -0.055
N  -5.7688  1.0403  -6.2113  -0.658
C  -4.7840  1.3479  -2.8343  -0.081
O  -5.2116  2.0577  -1.9087  -0.793
O  -3.6030  1.0978  -3.1814  -0.494
H  -2.3825  -3.8507  -2.6347  0.290
H  -0.9479  -3.9338  -1.6125  0.245
H  -2.1840  -2.7269  -1.2510  0.412
H  -0.6689  -0.8762  -1.5055  0.520
H  -2.1968  -0.6873  -2.3569  0.438
H  0.5977  -0.3319  -3.5506  0.304
H  -0.4582  0.9253  -2.9673  0.460
H  -0.7222  1.0501  -5.2347  0.451
H  -2.1838  0.3359  -4.6246  0.143
H  -0.8336  -0.5151  -6.8452  0.378
H  0.0563  -1.4381  -5.6428  0.271
H  -1.8544  -2.5843  -6.8853  0.496
H  -1.7721  -2.8561  -5.1669  0.219
H  -3.4744  -0.5583  -6.0596  0.237
H  -4.0584  -2.1578  -6.4922  0.524
H  -3.5719  -1.1430  -3.6743  -1.259
H  -3.5963  -2.8394  -4.1037  0.156
H  -5.7810  -2.9020  -3.8654  0.463
H  -5.9829  -1.8465  -5.2433  0.526
H  -7.2009  -1.0496  -3.2778  0.574
H  -6.8418  1.1431  -3.3685  0.569
O  1.9340  -1.1073  0.1170  -0.554
C  1.4095  -0.2576  0.7801  0.365
O  0.3264  0.4161  0.3514  -0.359
C  -0.0366  1.4421  1.2965  -0.598
C  0.5747  0.9946  2.6158  0.810
C  1.8241  0.2517  2.1477  -0.542
H  0.3770  2.3911  0.9529  0.216
H  -1.1205  1.5197  1.3262  0.484
H  0.7764  1.8200  3.2903  0.211
H  -0.1000  0.2935  3.1166  -0.710
H  2.6757  0.9223  2.0218  0.274
H  2.1040  -0.5761  2.7933  0.284
O  -4.2437  -5.7029  0.6979  -0.604
C  -4.4027  -4.9950  1.6474  0.522
O  -3.7556  -5.2119  2.8246  -0.395
C  -4.2025  -4.2706  3.8179  -0.233
C  -4.7754  -3.1013  3.0339  -0.322
C  -5.3103  -3.7864  1.7779  0.031
H  -4.9515  -4.7585  4.4461  0.187
H  -3.3597  -3.9866  4.4384  0.172
H  -5.5158  -2.5362  3.5938  0.414
H  -3.9743  -2.4163  2.7518  0.061
H  -6.3361  -4.1379  1.9009  0.288
H  -5.2292  -3.1423  0.9071  -0.099
O  4.1507  -5.5564  -4.2620  -0.657
C  3.7009  -4.6912  -3.5608  0.456
O  2.6347  -3.9521  -3.9104  -0.331
C  2.3835  -2.9226  -2.9207  0.750
C  3.0509  -3.4300  -1.6503  -0.413
C  4.2220  -4.2355  -2.2106  0.058
H  2.8300  -1.9919  -3.2783  0.049
H  1.3094  -2.7808  -2.8259  -0.583
H  3.3364  -2.6346  -0.9721  0.359
H  2.3695  -4.0958  -1.1180  0.237
H  5.1001  -3.6094  -2.3751  -0.362
H  4.4877  -5.0908  -1.5945  0.437
O  1.5933  3.7817  3.2332  -0.705
C  1.0297  4.6483  3.8451  0.666
O  -0.0513  5.2837  3.3635  -0.372
C  -0.4392  6.3557  4.2532  -0.328
C  0.1470  5.9764  5.6064  -0.531
C  1.4067  5.2171  5.1994  -0.334
H  -0.0223  7.2796  3.8683  0.142
H  -1.5240  6.4308  4.2664  0.361
H  0.3348  6.8378  6.2432  0.323
H  -0.5359  5.3062  6.1322  0.314
H  2.2548  5.8891  5.0627  0.079
H  1.6771  4.4201  5.8870  0.335
O  -3.7645  -1.8814  5.9443  -0.536
C  -2.6584  -1.4291  5.9347  0.469
O  -2.2347  -0.5238  6.8509  -0.394
C  -0.9104  -0.0688  6.5270  -0.428
C  -0.3101  -1.1642  5.6543  -0.386
C  -1.5465  -1.7007  4.9359  -0.084
H  -0.9951  0.8825  5.9969  0.230
H  -0.3624  0.0907  7.4527  0.332
H  0.4707  -0.8003  4.9893  0.111
H  0.1188  -1.9455  6.2833  0.347
H  -1.7653  -1.1454  4.0222  0.130
H  -1.4832  -2.7610  4.7100  0.286
O  6.7387  -1.9586  1.0317  -0.583
C  7.3320  -2.0568  0.0008  0.518
O  6.7407  -1.8849  -1.2069  -0.293
C  7.6733  -2.1639  -2.2652  -0.455
C  9.0520  -1.9830  -1.6425  -0.517
C  8.7976  -2.4035  -0.1962  -0.420
H  7.5055  -3.1860  -2.6120  0.292
H  7.4813  -1.4778  -3.0863  0.337
H  9.8262  -2.5570  -2.1476  0.313
H  9.3366  -0.9303  -1.6749  0.264
H  8.9160  -3.4784  -0.0528  0.254
H  9.4128  -1.8696  0.5219  0.311
O  1.9415  8.4007  3.9402  -0.616
C  2.5721  8.2160  2.9360  0.582
O  2.0031  8.2614  1.7184  -0.356
C  2.9538  7.8836  0.7038  -0.421
C  4.3198  8.1393  1.3303  -0.475
C  4.0411  7.8642  2.8078  -0.424
H  2.7946  6.8315  0.4623  0.261
H  2.7683  8.4809  -0.1845  0.303
H  5.1067  7.5234  0.9011  0.332
H  4.5985  9.1855  1.1974  0.267
H  4.1633  6.8084  3.0577  0.187
H  4.6385  8.4708  3.4823  0.362